Entry from OMol25: CN4S2 as an isolated structure at a distorted geometry (ωB97M-V/def2-TZVPD).

CARTESIAN COORDINATES (ANGSTROEM)
C -0.3446 0.4139 -0.0036
N 0.8707 1.0527 -0.0067
N 1.7124 0.1797 -0.0021
N 2.2552 -0.7933 0.0143
N -0.4191 -0.8808 -0.0063
S -1.9618 1.0629 0.0052
S -2.1127 -1.0351 -0.0008

Computed properties:
**Relative energy (zero: lowest compared OMol25 entry of this formula, charge and spin)**: 1.5 kJ/mol
**Net charge**: 0


Entry from OMol25: C4H10N2 as an isolated structure at a distorted geometry (ωB97M-V/def2-TZVPD).

CARTESIAN COORDINATES (ANGSTROEM)
C 0.0747 0.9685 1.4673
C -0.7911 0.2442 0.4605
C -2.0407 0.6706 0.1595
H -0.6221 -0.9842 0.6662
H 0.2122 2.0088 1.1710
H 1.0668 0.5132 1.5087
H -0.3594 0.9286 2.4658
H -2.6808 0.1345 -0.5260
H -2.4254 1.5943 0.5667
N 0.9828 -1.8618 -0.7703
C 1.0624 -0.7657 -1.4592
N 1.8366 -0.1763 -2.2318
H 1.8335 -2.3110 -0.4570
H 0.2121 -1.7718 0.0851
H 1.6452 0.7987 -2.4423
H -0.0068 0.0094 -0.6643

Computed properties:
**Relative energy (zero: lowest compared OMol25 entry of this formula, charge and spin)**: 482.1 kJ/mol
**Net charge**: 0


Entry from OMol25: a 2-piece molecular cluster, C2H7OS overall (ωB97M-V/def2-TZVPD).

CARTESIAN COORDINATES (ANGSTROEM)
C -1.1206 -0.8316 0.1063
S -1.6095 0.8876 -0.2265
H -1.3245 -1.4726 -0.7508
H -1.6369 -1.2148 0.9857
H -0.0204 -0.8782 0.2777
H -0.7445 1.4004 0.6557
C 2.2685 0.0660 -0.0383
O 1.7564 -1.0489 0.5163
H 2.8406 -0.0663 -1.0031
H 2.9871 0.6422 0.6031
H 1.5027 0.8419 -0.3366

Computed properties:
**Relative energy (zero: lowest compared OMol25 entry of this formula, charge and spin)**: 188.9 kJ/mol
**Net charge**: -1